# 1
Density functional theory data (ωB97M-V/def2-TZVPD) for a structure of composition C18H14AsIN3O8PtS3.

Summary:
- Net charge: -1
- 2S+1: 5
- Relative energy (zero: lowest compared OMol25 entry of this formula, charge and spin): 1.205 eV
- Max |F|: 0.0107 Eh/bohr
- HOMO (spin up / spin down): -5.21 / -6.26 eV
- LUMO energy (spin up / spin down): 0.064 / -0.022 Ha

Geometry as XYZ:
```
49
Properties=species:S:1:pos:R:3:forces:R:3
Pt 0.405 0.435 0.516 0.09 -0.03 0.54
S -0.627 1.654 2.232 -0.03 0.11 -0.01
C -1.052 3.079 1.395 -0.06 -0.04 0.04
C -1.575 4.158 2.143 -0.01 0.02 0.00
C -1.947 5.332 1.543 0.00 0.01 0.08
C -2.471 6.405 2.340 -0.01 -0.01 -0.04
N -2.898 7.257 2.982 0.01 0.00 0.01
C -1.806 5.476 0.136 0.01 0.02 -0.06
C -1.305 4.440 -0.609 -0.02 0.04 0.00
C -0.923 3.218 -0.013 0.02 -0.10 -0.11
S -0.361 1.968 -1.042 -0.12 0.10 -0.02
C -2.189 6.698 -0.513 -0.02 -0.01 0.03
N -2.501 7.673 -1.036 0.01 0.00 -0.02
H -1.675 4.048 3.215 0.00 0.00 0.00
H -1.203 4.552 -1.680 0.01 -0.01 0.00
O 0.132 -3.509 -1.050 0.01 0.00 -0.01
As 0.649 -2.720 0.486 0.08 -0.01 -0.04
O 0.563 -3.916 1.578 -0.01 0.00 0.02
O -0.484 -1.455 0.576 -0.12 0.08 -0.15
C 2.461 -2.186 -0.068 0.04 -0.10 0.03
C 3.067 -3.144 -0.830 0.01 0.00 -0.03
C 4.448 -3.149 -1.098 -0.01 0.01 0.01
C 5.283 -2.196 -0.475 0.00 0.01 -0.02
C 4.757 -1.213 0.290 0.00 -0.01 0.01
C 3.280 -1.036 0.476 -0.08 0.10 0.09
S 2.962 -0.891 2.290 0.07 -0.01 -0.04
O 3.740 0.225 2.764 -0.03 -0.02 0.00
O 3.305 -2.184 2.817 -0.02 0.02 0.01
O 1.488 -0.655 2.278 0.04 -0.01 -0.14
H -0.147 -4.386 -0.753 0.01 -0.01 0.02
H 2.467 -3.959 -1.215 -0.01 0.00 0.01
H 4.872 -3.934 -1.708 0.01 0.01 0.00
H 6.357 -2.266 -0.589 0.00 -0.01 0.00
H 5.377 -0.486 0.800 0.01 -0.02 0.01
N -0.302 -2.179 -3.892 -0.01 -0.03 0.01
C -0.412 -1.386 -2.794 0.01 -0.02 -0.02
O 0.534 -0.751 -2.364 0.00 0.06 -0.02
C -1.784 -1.311 -2.170 0.02 0.00 0.00
I -3.108 -0.155 -3.387 -0.01 0.01 0.00
H 0.635 -2.406 -4.180 0.00 0.01 0.00
H -1.018 -2.859 -4.078 0.00 0.00 0.00
H -1.717 -0.830 -1.203 0.00 0.00 0.00
H -2.229 -2.295 -2.063 0.00 0.00 -0.01
C 3.232 0.387 -1.709 0.04 -0.02 0.01
C 2.995 0.340 -0.225 0.11 -0.07 -0.08
O 2.718 1.351 0.397 -0.05 -0.08 -0.11
H 4.289 0.618 -1.864 0.00 0.01 0.00
H 2.626 1.180 -2.141 -0.01 -0.01 0.00
H 3.001 -0.564 -2.181 0.01 0.00 0.00
```
Forces are in eV/Å.

---

# 2
Density functional theory data (ωB97M-V/def2-TZVPD) for a cluster of 2 separate species, C5H13NO in total in a non-equilibrium geometry.

Summary:
- Net charge: -1
- 2S+1: 2
- Relative energy (zero: lowest compared OMol25 entry of this formula, charge and spin): 0.485 eV
- Max |F|: 0.0375 Eh/bohr
- HOMO (spin up / spin down): 1.15 / -6.05 eV
- LUMO energy (spin up / spin down): 0.140 / 0.136 Ha

Geometry as XYZ:
```
20
Properties=species:S:1:pos:R:3:forces:R:3
C 0.693 2.706 -0.803 0.35 -1.06 0.95
C 0.876 2.790 0.726 -0.42 -0.61 0.15
H 1.477 3.287 -1.276 -0.47 0.40 -0.54
H 0.800 1.670 -1.123 0.34 -0.07 0.10
H -0.346 2.848 -1.054 -0.13 0.99 -0.48
H 1.450 3.650 1.066 0.14 -0.01 -0.09
H 1.309 1.862 1.104 0.40 0.17 0.01
H -0.077 2.816 1.251 -0.20 0.20 -0.12
C -0.337 -2.337 -0.107 0.15 -1.83 -0.60
C 1.167 -2.058 -0.145 -0.74 0.05 1.22
C -1.225 -1.123 -0.148 0.03 0.28 1.09
O -0.786 -0.018 -0.440 0.05 0.04 -0.18
N -2.455 -1.298 0.393 -0.37 -0.25 -0.21
H -0.536 -3.043 -0.930 -0.23 0.66 -0.40
H -0.649 -3.043 0.677 0.17 0.69 0.52
H 1.350 -1.528 -1.061 0.63 0.06 -0.36
H 1.708 -2.996 -0.005 0.07 -0.01 -0.59
H -3.014 -0.521 0.715 0.11 0.15 -0.41
H -2.889 -2.217 0.451 0.27 -0.06 0.18
H 1.483 -1.447 0.709 -0.16 0.20 -0.24
```
Forces are in eV/Å.

---

# 3
Density functional theory data (ωB97M-V/def2-TZVPD) for an isolated molecule of CH2N2O2S in a non-equilibrium geometry.

Summary:
- 2S+1: 1
- Relative energy (zero: lowest compared OMol25 entry of this formula, charge and spin): 7.273 eV
- Max |F|: 0.0991 Eh/bohr
- HOMO (spin up / spin down): -9.07 / -9.64 eV
- LUMO energy (spin up / spin down): -0.045 / -0.046 Ha

Geometry as XYZ:
```
8
Properties=species:S:1:pos:R:3:forces:R:3
C -0.850 -0.380 0.617 0.01 -0.68 1.27
N -1.902 0.166 -0.020 -2.01 3.30 -3.32
N 0.204 -0.512 -0.059 1.70 -1.24 -0.51
O -5.342 -0.737 0.028 -2.45 -1.57 0.02
O -3.187 -0.180 0.158 3.17 -1.89 2.01
S -4.648 0.500 -0.035 1.09 1.79 -0.51
H -1.003 -0.405 1.678 0.19 -0.86 0.99
H 1.061 -0.976 0.359 -1.71 1.14 0.05
```
Forces are in eV/Å.

---

Q: Among the records above, which one has the lowest 2S+1?
A: CH2N2O2S